Below is a cluster of 3 separate species, C3H10N2O4 in total in a non-equilibrium geometry, with properties calculated with ωB97M-V/def2-TZVPD.

Output
- E_HOMO (eV) = -9.8
- frontier orbital gap (hartree) = 0.3770
- LUMO (hartree) = 0.016
- spin multiplicity = 1
- energy (a.u.) = -530.8072
- energy relative to the best compared isomer or geometry (same formula, charge and spin) (kJ/mol) = 0.0
- SMILES = NC(=O)NCC=O.O.O
- maximum force (Eh/bohr) = 0.021

The geometry in XYZ format:
```
19
Properties=species:S:1:pos:R:3:nbo_charge:R:1
H -1.7968 -1.2517 0.6612 0.476
H 0.0736 -0.6557 -1.0349 0.416
O -2.2774 1.3908 -1.2615 -0.644
C 0.3205 0.7672 1.1411 -0.362
O 2.6015 0.1169 1.0932 -0.551
H 1.9354 1.4276 -0.2742 0.132
O 2.1481 -1.0065 -1.3912 -0.962
N -0.6368 1.4465 0.2834 -0.640
H 0.3555 1.2291 2.1315 0.249
H 2.7295 -1.2843 -0.6849 0.493
H -1.3365 -0.7527 -1.9640 0.409
H -3.0743 -1.7493 1.2844 0.469
C -1.3244 0.8452 -0.7405 0.774
H 0.0366 -0.2641 1.3739 0.243
H -1.0558 2.2806 0.6569 0.414
O -2.1427 -1.6482 1.4599 -0.955
H 2.6262 -1.2442 -2.1889 0.482
C 1.7246 0.7703 0.5789 0.443
N -0.9068 -0.4177 -1.1242 -0.886
```